# 1
C20H48BFN3O7S | ωB97M-V/def2-TZVPD

The geometry in XYZ format:
```
81
Properties=species:S:1:pos:R:3:forces:R:3:lowdin_charge:R:1
C -3.115 1.147 -1.640 0.301 -0.055 0.584 0.041
N -2.236 2.159 -2.309 -1.075 -0.980 1.196 -0.074
C -1.480 1.901 -3.422 1.627 3.440 -0.212 0.064
C -0.788 3.143 -3.663 -1.909 -2.852 1.173 0.058
N -1.206 4.007 -2.660 -0.184 1.046 -0.209 0.102
B -0.637 5.411 -2.584 1.245 2.512 -0.188 -0.545
N 0.760 5.654 -2.953 -1.429 -1.932 1.347 0.197
O -1.382 6.526 -2.173 0.773 -2.132 0.704 0.142
C -2.117 3.425 -1.805 0.768 -2.036 -3.271 -0.158
S -2.937 4.133 -0.350 0.566 2.670 3.437 0.753
O -3.418 5.461 -0.550 -0.490 -1.630 -1.291 -0.198
O -1.957 4.062 0.703 -0.787 -1.469 -1.302 -0.221
F -4.211 3.223 0.076 1.960 0.700 -1.423 -0.136
H -2.983 1.303 -0.538 -0.371 -0.273 -1.018 0.100
H -2.749 0.118 -1.851 -0.380 0.806 -0.125 0.113
H -4.158 1.342 -1.970 0.706 -0.434 0.343 0.121
H -1.369 0.970 -4.006 -0.441 0.495 0.919 0.147
H -0.073 3.336 -4.481 -0.531 0.346 0.876 0.158
H 1.273 4.779 -3.084 0.166 0.458 -0.091 0.077
H 1.177 6.114 -2.135 0.164 0.463 -0.849 0.108
H -1.127 6.674 -1.239 -0.543 0.579 -0.482 0.126
C -1.737 -4.657 0.389 -0.007 0.066 0.157 -0.070
C -2.018 -3.559 -0.622 0.098 -0.188 0.026 -0.274
O -2.569 -2.382 -0.047 -0.244 0.300 -0.188 -0.170
C -1.773 -1.730 0.932 0.111 -0.096 0.067 -0.273
C -0.424 -1.273 0.408 0.025 -0.033 -0.019 -0.070
H -2.650 -4.924 0.926 0.042 -0.008 -0.076 0.086
H -1.351 -5.546 -0.114 -0.043 0.044 -0.004 0.081
H -1.000 -4.349 1.132 0.061 -0.041 -0.057 0.068
H -2.754 -3.923 -1.342 -0.082 0.184 0.061 0.119
H -1.118 -3.315 -1.197 0.065 -0.006 0.046 0.098
H -1.658 -2.368 1.813 0.075 0.038 0.005 0.113
H -2.339 -0.853 1.259 -0.155 -0.121 -0.064 0.107
H 0.190 -2.110 0.073 0.029 0.028 0.083 0.063
H 0.128 -0.745 1.188 -0.018 -0.006 -0.029 0.078
H -0.554 -0.601 -0.446 0.049 0.002 0.005 0.067
C 3.434 -0.433 2.570 -0.013 0.151 -0.058 -0.073
C 3.587 -1.374 1.386 0.059 0.020 0.169 -0.272
O 3.323 -0.760 0.132 -0.254 -0.044 -0.201 -0.186
C 4.150 0.339 -0.217 0.134 0.021 0.097 -0.284
C 5.626 -0.009 -0.296 0.030 -0.109 0.040 -0.070
H 2.427 -0.009 2.593 0.033 -0.069 0.028 0.073
H 3.612 -0.967 3.504 -0.032 0.001 -0.052 0.082
H 4.138 0.399 2.522 0.057 -0.059 0.056 0.068
H 2.866 -2.188 1.488 -0.028 0.054 -0.195 0.116
H 4.578 -1.838 1.380 0.032 0.051 0.033 0.110
H 3.980 1.174 0.473 0.070 -0.006 0.047 0.107
H 3.813 0.678 -1.199 -0.138 -0.119 0.066 0.101
H 6.018 -0.348 0.664 0.013 0.097 0.001 0.070
H 6.205 0.863 -0.605 -0.030 -0.026 -0.002 0.081
H 5.790 -0.812 -1.018 -0.016 0.058 -0.005 0.080
C -2.732 1.145 4.475 0.107 0.057 0.015 -0.080
C -2.938 -0.320 4.824 -0.001 0.106 0.035 -0.282
O -1.727 -1.033 5.013 0.058 -0.176 -0.237 -0.169
C -0.876 -0.565 6.050 -0.010 0.063 0.137 -0.281
C -1.521 -0.591 7.425 -0.141 -0.017 -0.004 -0.077
H -2.123 1.241 3.571 -0.049 -0.017 0.023 0.071
H -3.694 1.634 4.304 0.026 -0.039 -0.002 0.077
H -2.220 1.687 5.271 -0.084 0.023 0.017 0.067
H -3.459 -0.808 3.998 0.145 -0.147 0.044 0.112
H -3.583 -0.426 5.702 0.004 0.081 0.024 0.109
H -0.502 0.436 5.810 -0.043 0.043 0.051 0.105
H -0.006 -1.226 6.055 -0.117 -0.053 -0.167 0.118
H -2.395 0.060 7.479 0.072 0.062 0.033 0.066
H -0.809 -0.259 8.183 -0.008 -0.023 -0.038 0.080
H -1.850 -1.602 7.673 0.057 0.030 -0.008 0.084
C 0.448 -2.431 -5.418 -0.047 -0.073 0.088 -0.071
C 0.930 -1.061 -4.973 0.099 -0.224 -0.018 -0.285
O 0.855 -0.859 -3.569 -0.369 0.475 -0.045 -0.187
C 1.609 -1.746 -2.754 0.131 -0.226 0.218 -0.272
C 3.100 -1.717 -3.023 0.048 0.054 -0.269 -0.065
H -0.583 -2.596 -5.096 0.043 0.024 -0.055 0.082
H 0.495 -2.515 -6.505 -0.017 0.026 0.047 0.083
H 1.054 -3.233 -4.996 0.055 0.029 -0.071 0.071
H 0.294 -0.298 -5.430 0.009 0.065 0.129 0.102
H 1.947 -0.869 -5.329 0.017 -0.057 -0.011 0.110
H 1.215 -2.764 -2.844 0.044 -0.025 -0.074 0.111
H 1.432 -1.436 -1.724 -0.028 0.115 -0.121 0.088
H 3.343 -2.025 -4.042 -0.009 -0.089 0.034 0.073
H 3.619 -2.388 -2.337 -0.052 0.069 0.027 0.086
H 3.491 -0.706 -2.887 0.001 -0.059 0.043 0.069
```
Positions in Å, forces in eV/Å.

## Properties
- electronic energy (Ha) = -2004.42016
- charge = +1
- Kohn-Sham gap (eV) = 7.011

***

# 2
C23H27BHfN17Se | ωB97M-V/def2-TZVPD

The geometry in XYZ format:
```
70
Properties=species:S:1:pos:R:3:forces:R:3:lowdin_charge:R:1
Hf -0.337 -0.305 -0.121 0.048 0.605 -0.636 1.616
C -1.501 3.308 1.042 -0.044 -0.121 -0.036 -0.018
C -0.112 2.791 1.147 0.181 0.102 0.102 -0.317
C 0.937 3.373 1.850 -0.150 -0.394 -0.273 0.053
C 2.024 2.534 1.670 -0.371 0.006 -0.123 -0.237
C 3.383 2.684 2.238 0.131 -0.074 -0.093 0.005
N 1.632 1.521 0.878 0.675 0.485 0.318 0.027
N 0.319 1.667 0.548 0.015 0.927 0.496 -0.090
B 2.451 0.322 0.378 0.104 0.134 -0.029 -0.524
N 2.263 0.172 -1.144 0.833 0.212 -0.140 0.029
N 1.025 0.064 -1.706 0.892 0.242 -1.411 -0.103
C 1.196 -0.165 -3.019 0.264 -0.008 -0.208 -0.314
C 0.052 -0.360 -3.943 -0.139 0.009 -0.071 -0.051
C 2.558 -0.181 -3.303 -0.354 0.037 0.286 0.057
C 3.204 0.024 -2.095 -0.355 -0.011 -0.128 -0.233
C 4.664 0.072 -1.852 0.052 0.011 0.188 0.002
N 1.915 -0.976 1.044 0.568 -0.206 0.090 -0.002
N 1.106 -1.814 0.319 0.426 -1.141 0.326 -0.040
C 1.064 -2.991 0.970 0.287 -0.040 0.044 -0.290
C 0.363 -4.178 0.409 -0.147 0.146 -0.055 0.000
C 1.839 -2.904 2.124 0.039 0.407 -0.379 0.045
C 2.367 -1.621 2.139 -0.311 -0.385 0.034 -0.255
C 3.232 -1.008 3.173 -0.006 0.084 -0.087 0.007
H -1.820 3.679 2.014 -0.055 0.015 0.011 0.098
H -1.543 4.142 0.338 -0.080 -0.060 -0.003 0.089
H -2.192 2.526 0.731 -0.058 0.112 0.046 0.059
H 0.911 4.280 2.419 -0.016 0.178 0.144 0.125
H 3.442 3.635 2.759 0.072 0.002 0.053 0.094
H 3.602 1.879 2.938 0.051 0.024 0.052 0.078
H 4.134 2.664 1.452 0.134 0.020 -0.009 0.090
H 3.590 0.460 0.640 0.301 0.122 0.082 0.124
H -0.801 -0.791 -3.416 0.061 0.060 -0.202 0.034
H -0.237 0.583 -4.410 -0.005 -0.007 -0.025 0.061
H 0.340 -1.035 -4.744 0.014 -0.106 -0.057 0.096
H 3.015 -0.332 -4.257 0.114 -0.051 -0.241 0.124
H 5.191 -0.057 -2.792 0.032 -0.002 -0.031 0.092
H 4.955 1.023 -1.414 0.073 0.046 0.049 0.093
H 4.959 -0.725 -1.174 0.112 -0.036 0.073 0.096
H 0.047 -3.988 -0.615 -0.042 -0.059 -0.001 0.074
H 1.039 -5.030 0.412 0.030 -0.028 -0.003 0.097
H -0.503 -4.451 1.011 -0.056 -0.022 0.044 0.084
H 1.995 -3.666 2.860 0.053 -0.182 0.133 0.129
H 3.613 -1.782 3.832 0.032 -0.008 0.037 0.094
H 4.071 -0.479 2.726 0.088 0.057 -0.010 0.079
H 2.649 -0.306 3.771 -0.033 0.056 0.034 0.096
N -2.692 -2.601 1.344 -0.168 -0.186 -0.012 0.168
C -1.848 -1.801 2.069 0.148 0.596 0.431 -0.424
N -1.290 -2.065 3.238 -1.071 -0.952 -0.530 0.089
N -0.459 -1.069 3.463 0.599 0.599 0.358 -0.017
N -0.487 -0.216 2.513 0.220 0.785 0.421 -0.052
N -1.411 -0.606 1.591 -1.331 -1.376 2.124 -0.106
C -2.489 -2.658 -0.015 0.198 0.022 -0.734 -0.456
N -3.037 -3.501 -0.871 -0.406 -0.022 1.573 0.076
N -2.529 -3.186 -2.048 0.311 0.044 -0.930 -0.030
N -1.714 -2.210 -1.956 0.308 0.273 -0.741 -0.043
N -1.639 -1.819 -0.665 -1.749 -1.682 0.322 -0.152
H -3.074 -3.424 1.790 0.047 0.065 -0.011 0.163
Se -0.980 2.294 -2.205 0.144 0.646 -0.321 1.264
N -1.739 0.983 -1.295 -0.441 -0.210 0.020 -0.348
C -3.064 1.196 -1.260 0.341 0.124 -0.235 -0.338
C -4.010 0.376 -0.624 -0.539 -0.316 0.216 -0.009
C -5.333 0.702 -0.736 0.607 -0.301 0.247 -0.024
C -5.753 1.871 -1.409 0.156 0.668 -0.439 -0.043
C -4.856 2.718 -1.996 -0.606 -0.108 0.094 0.006
C -3.485 2.391 -1.948 0.837 -0.382 0.103 -0.353
N -2.488 3.085 -2.493 -0.646 0.409 -0.273 -0.192
H -3.684 -0.490 -0.069 -0.144 -0.011 -0.045 0.084
H -6.076 0.057 -0.292 -0.067 -0.044 0.089 0.121
H -6.806 2.099 -1.449 -0.098 0.032 -0.029 0.116
H -5.159 3.615 -2.505 -0.107 0.167 -0.091 0.123
```
Positions in Å, forces in eV/Å.

## Properties
- energy above the lowest of the compared OMol25 structures with the same formula, charge and spin (kcal/mol) = 23.0
- electronic energy (Ha) = -4297.78420
- charge = +1
- Kohn-Sham gap (eV) = 7.261

***

# 3
C3H12NS | ωB97M-V/def2-TZVPD

The geometry in XYZ format:
```
17
Properties=species:S:1:pos:R:3:forces:R:3:lowdin_charge:R:1
C 3.289 -0.066 0.136 -0.634 -1.380 1.611 0.015
N 1.887 0.194 0.688 0.118 -0.073 -1.955 0.109
H 4.004 0.097 0.935 0.121 0.371 -0.160 0.100
H 3.292 -1.135 -0.069 0.252 0.101 -0.374 0.102
H 3.448 0.530 -0.743 -0.011 0.250 -0.210 0.100
H 1.220 -0.200 -0.003 -0.017 0.283 0.191 0.021
H 1.745 1.198 0.671 -0.403 0.133 0.679 0.158
H 1.556 -0.271 1.538 0.688 0.379 0.292 0.154
C -2.495 1.057 -0.315 -0.535 -1.503 -1.707 -0.158
C -2.455 -0.449 -0.663 0.944 0.303 0.825 -0.532
S -0.867 -1.191 -0.061 -0.086 0.125 -0.196 0.719
H -1.751 1.557 -0.933 0.395 0.268 0.620 0.067
H -2.442 1.156 0.757 0.128 0.569 0.136 0.067
H -3.434 1.398 -0.753 -0.212 0.297 0.531 0.079
H -3.203 -1.000 -0.105 -0.290 -0.014 -0.349 0.068
H -2.452 -0.661 -1.725 -0.449 0.068 -0.038 0.062
H -1.343 -2.213 0.644 -0.011 -0.176 0.101 -0.130
```
Positions in Å, forces in eV/Å.

## Properties
- energy above the lowest of the compared OMol25 structures with the same formula, charge and spin (kcal/mol) = 13.2
- electronic energy (Ha) = -574.17197
- charge = +1
- Kohn-Sham gap (eV) = 9.551

***

# 4
C23H45BBrClNO8S | ωB97M-V/def2-TZVPD

The geometry in XYZ format:
```
81
Properties=species:S:1:pos:R:3:forces:R:3:lowdin_charge:R:1
C -2.890 3.343 1.460 -0.169 -0.118 0.418 -0.098
C -2.109 2.194 2.086 0.001 -0.149 -0.244 -0.288
C -0.948 1.615 1.273 0.038 0.294 0.318 -0.526
Br -1.701 0.531 -0.190 -0.081 -0.315 -0.005 0.804
C 0.261 2.509 0.892 0.301 -0.175 -0.078 -0.413
C 0.660 3.367 2.126 -0.013 -0.088 0.170 -0.107
C 1.428 2.615 3.217 0.157 0.410 -0.152 -0.402
C 1.750 3.567 4.366 -0.261 -0.078 0.045 -0.053
O 0.739 1.468 3.719 0.060 -0.042 0.127 -0.035
O 1.305 1.602 0.644 -0.128 -0.037 -0.261 -0.032
B 2.299 2.190 -0.299 0.361 -0.324 0.111 -0.646
C 2.392 1.258 -1.634 -0.029 0.020 -0.213 -0.104
C 1.869 -0.035 -1.646 0.136 0.086 -0.200 -0.042
C 1.947 -0.809 -2.797 -0.055 -0.370 0.147 -0.172
N 2.524 -0.432 -3.941 0.088 0.235 0.247 0.030
C 3.035 0.806 -3.930 -0.034 0.044 -0.036 -0.174
C 2.982 1.664 -2.842 -0.038 -0.111 0.234 -0.046
O 1.739 3.548 -0.561 -0.195 0.151 -0.093 -0.072
C 0.362 3.450 -0.404 -0.137 0.062 0.178 -0.642
S -0.272 5.175 -0.153 -0.158 0.116 0.123 0.859
C -0.219 2.935 -1.752 0.227 -0.021 -0.168 -0.193
C -1.591 3.403 -2.142 -0.188 -0.090 0.058 -0.799
O -2.647 3.189 -1.656 0.257 0.125 -0.135 0.000
Cl -1.553 4.403 -3.671 -0.022 0.006 -0.056 0.569
H -2.281 4.245 1.381 -0.009 -0.041 -0.180 0.035
H -3.746 3.587 2.096 0.088 0.015 -0.078 0.058
H -3.273 3.057 0.483 0.110 0.134 -0.003 0.044
H -1.708 2.489 3.058 0.003 0.020 -0.012 0.095
H -2.792 1.360 2.280 0.055 0.070 0.039 0.094
H -0.470 0.846 1.872 -0.075 0.064 -0.014 0.078
H 1.326 4.148 1.757 0.039 -0.038 0.028 0.110
H -0.188 3.884 2.582 -0.079 -0.001 -0.122 0.106
H 2.367 2.262 2.786 -0.157 -0.220 -0.024 0.146
H 0.817 3.960 4.794 0.075 -0.014 -0.027 0.080
H 2.286 3.039 5.159 0.084 0.074 -0.073 0.077
H 2.332 4.423 4.024 0.063 -0.062 0.019 0.082
H 0.183 1.761 4.448 -0.048 -0.016 -0.031 0.082
H 3.432 2.271 0.184 -0.132 0.152 0.040 0.113
H 1.384 -0.435 -0.763 0.000 0.013 -0.061 0.090
H 1.516 -1.806 -2.771 0.046 0.011 -0.123 0.076
H 3.505 1.133 -4.855 -0.004 -0.026 0.009 0.090
H 3.409 2.659 -2.929 -0.007 -0.035 -0.007 0.108
H 0.846 5.730 -0.628 0.058 -0.026 -0.061 -0.102
H 0.481 3.298 -2.502 -0.039 -0.019 0.082 0.103
H -0.202 1.843 -1.794 -0.042 0.128 0.013 0.068
C -1.062 -4.156 0.590 -0.062 0.031 -0.101 -0.081
C 0.110 -3.256 0.257 -0.005 0.101 0.021 -0.313
O 0.203 -2.986 -1.138 -0.084 -0.195 -0.009 -0.107
H -0.980 -5.086 0.033 -0.039 -0.068 0.064 0.042
H -1.089 -4.392 1.654 0.008 -0.002 0.008 0.078
H -2.010 -3.683 0.318 0.028 0.075 0.046 0.074
H 1.048 -3.748 0.518 0.021 0.013 0.015 0.106
H 0.055 -2.317 0.817 0.015 -0.008 0.005 0.101
H -0.596 -2.517 -1.404 0.053 0.124 0.032 0.073
C -7.570 3.297 0.298 0.041 0.076 0.017 -0.092
C -6.736 2.707 1.419 0.005 0.017 -0.007 -0.320
O -6.192 3.706 2.274 -0.061 0.017 0.062 -0.091
H -6.972 3.991 -0.291 0.007 -0.018 -0.013 0.078
H -7.946 2.513 -0.361 0.000 -0.012 0.004 0.072
H -8.428 3.843 0.700 -0.018 -0.024 -0.005 0.068
H -5.875 2.177 1.013 0.008 -0.014 0.005 0.109
H -7.328 1.992 2.001 0.021 -0.026 -0.012 0.106
H -6.918 4.200 2.669 -0.018 -0.005 -0.024 0.078
C 3.856 -4.258 -1.592 -0.052 -0.029 -0.090 -0.097
C 5.060 -3.366 -1.834 -0.105 0.127 -0.098 -0.326
O 5.213 -3.046 -3.212 -0.090 -0.095 0.036 -0.088
H 3.948 -5.186 -2.161 0.050 -0.009 0.017 0.071
H 3.749 -4.504 -0.534 -0.001 0.037 0.010 0.068
H 2.944 -3.756 -1.923 -0.036 0.011 0.105 0.058
H 5.982 -3.866 -1.535 0.023 0.004 -0.016 0.104
H 4.971 -2.443 -1.251 0.000 -0.041 0.079 0.110
H 4.410 -2.586 -3.489 0.082 0.117 -0.063 0.064
C 0.949 -8.525 -1.339 -0.040 0.007 0.000 -0.092
C 0.722 -7.173 -0.689 0.113 -0.118 0.139 -0.320
O 0.304 -7.308 0.671 0.042 -0.010 -0.170 -0.088
H 0.037 -9.122 -1.300 -0.004 0.004 -0.016 0.074
H 1.250 -8.412 -2.382 0.010 0.010 -0.002 0.074
H 1.735 -9.077 -0.818 0.026 0.011 -0.023 0.070
H -0.070 -6.629 -1.201 -0.021 0.020 0.015 0.104
H 1.629 -6.563 -0.741 -0.026 0.035 -0.063 0.105
H 1.010 -7.771 1.134 -0.036 0.023 0.084 0.077
```
Positions in Å, forces in eV/Å.

## Properties
- electronic energy (Ha) = -5017.40844
- charge = -1
- Kohn-Sham gap (eV) = 7.811